No. 1
195
Properties=species:S:1:pos:R:3:forces:R:3:mulliken_charge:R:1 method="wB97M-V/def2-TZVPD" total_energy_ev=-155813.9050 multiplicity=1
C 7.85236 6.12426 -0.29895 0.6 -0.7 1.3 -1.455
C 6.50186 5.55792 -0.62183 -0.1 1.8 -1.5 0.443
C 5.66470 6.57864 -1.45127 -0.3 -1.2 0.6 -0.412
O 5.14164 5.73241 -2.51440 -0.8 0.7 0.1 -0.324
C 5.84830 4.60880 -2.61785 2.2 -0.9 -2.8 0.679
O 5.96392 3.91695 -3.65086 -1.0 1.9 3.8 -0.609
O 6.65399 4.49342 -1.52031 -0.3 -1.7 -1.1 -0.326
H 7.71564 6.91935 0.43402 0.2 0.0 0.1 0.403
H 8.52259 6.47135 -1.08535 -0.7 0.1 -0.5 0.358
H 8.39644 5.29169 0.14704 0.3 0.2 0.5 0.338
H 5.94997 5.21193 0.25214 0.2 0.1 0.1 0.307
H 6.20648 7.40723 -1.90736 0.2 -0.2 0.0 0.256
H 4.89771 6.97769 -0.78751 -0.4 0.0 -0.6 0.341
C -9.85236 -1.13370 0.84330 2.1 -0.6 -0.6 -1.222
C -8.92641 -0.56939 -0.28339 0.2 -0.4 0.8 0.326
C -8.47567 -1.38132 -1.49420 -0.4 -2.5 1.5 -0.366
O -8.71507 -0.56720 -2.57815 0.8 0.5 -1.3 -0.335
C -9.49907 0.46751 -2.20086 -1.5 -0.1 -3.7 0.684
O -10.08013 1.15898 -3.01227 1.2 -0.4 1.6 -0.585
O -9.67021 0.40971 -0.92721 -1.5 2.6 1.8 -0.335
H -9.42667 -2.09892 1.11760 -0.2 -0.3 0.0 0.328
H -10.88680 -1.27362 0.52952 0.2 0.3 0.0 0.322
H -9.69490 -0.53785 1.74234 -0.6 0.3 -0.2 0.329
H -8.01725 -0.11766 0.11342 -0.1 0.2 0.5 0.264
H -9.08950 -2.28059 -1.54531 -0.4 -0.2 -0.4 0.250
H -7.46342 -1.78192 -1.43980 0.2 0.6 -0.1 0.341
C 8.30483 -1.99347 -7.54433 1.4 -0.2 1.9 -1.466
C 6.87327 -1.65374 -7.46090 -0.7 -0.6 -1.9 0.606
C 6.00262 -2.51516 -8.40881 -0.5 1.1 0.9 -0.397
O 4.90275 -2.82865 -7.55238 -1.4 -0.5 0.5 -0.358
C 5.10852 -2.49688 -6.22774 0.1 -1.3 -0.4 0.680
O 4.42857 -2.79845 -5.27582 0.7 0.7 -1.9 -0.551
O 6.30115 -1.90882 -6.15988 1.2 1.2 0.1 -0.344
H 8.87060 -1.82183 -8.46005 -0.8 -0.2 -0.4 0.369
H 8.41142 -3.00996 -7.16556 0.4 -0.2 -0.3 0.369
H 8.82735 -1.35368 -6.83318 0.2 0.0 0.2 0.340
H 6.75356 -0.63582 -7.83185 -0.4 0.4 0.9 0.197
H 6.40624 -3.41524 -8.87259 0.2 -0.1 0.5 0.281
H 5.67815 -1.83480 -9.19617 -0.4 -0.4 -0.2 0.273
C 2.82226 -6.56582 0.78305 -0.2 -0.1 -0.3 -1.441
C 2.39035 -7.74249 1.60882 -0.3 1.7 -1.1 0.490
C 1.13868 -7.42689 2.39612 1.9 1.2 0.8 -0.380
O 0.38839 -8.56092 2.27407 -1.8 -2.6 0.0 -0.336
C 0.90532 -9.40679 1.32029 -1.3 -1.2 -0.9 0.674
O 0.50431 -10.50489 0.98461 0.5 2.5 1.2 -0.546
O 1.88786 -8.74349 0.70846 1.7 -0.6 0.3 -0.361
H 1.96164 -6.25221 0.19221 0.1 0.2 -0.1 0.345
H 3.62391 -6.85150 0.10200 0.1 0.2 0.1 0.342
H 3.11526 -5.76924 1.46694 0.2 0.1 -0.2 0.386
H 3.23492 -7.94042 2.26885 -0.1 -1.4 -0.2 0.247
H 0.68408 -6.51056 2.01958 -0.5 -0.2 0.0 0.292
H 1.46414 -7.29433 3.42792 -0.6 0.2 0.2 0.290
C -4.92251 5.80551 2.02993 0.8 0.6 0.3 -1.447
C -6.34789 6.05702 2.34182 -1.2 -1.1 -0.1 0.537
C -7.24794 4.93778 1.86406 1.1 0.4 -2.0 -0.507
O -8.03189 4.61844 2.95831 -1.7 -1.6 -0.4 -0.283
C -7.54484 5.11429 4.06801 -1.8 0.8 4.5 0.667
O -8.05788 4.96075 5.21411 2.5 0.4 -4.6 -0.613
O -6.51175 5.92019 3.75447 0.2 0.7 1.4 -0.346
H -4.38561 6.63527 2.48966 0.5 -0.1 -0.3 0.343
H -4.69175 5.69818 0.97006 -0.1 0.3 0.0 0.382
H -4.61025 4.89310 2.53798 0.0 -0.1 0.0 0.371
H -6.80499 6.97087 1.96231 0.6 0.5 0.5 0.291
H -6.61310 4.13629 1.48630 -0.3 -0.7 0.5 0.269
H -7.79388 5.27890 0.98445 -0.7 -0.2 0.4 0.337
C 7.76630 -1.72374 -0.86316 1.0 0.7 -1.1 -1.366
C 9.16292 -1.06535 -1.13061 -0.7 0.1 1.5 0.399
C 9.62229 -0.04228 -0.03548 -1.2 -0.2 -1.3 -0.381
O 11.01251 -0.33088 0.09323 -0.2 1.2 1.0 -0.308
C 11.28785 -1.52196 -0.38934 2.4 -2.7 -0.5 0.695
O 12.38579 -2.08488 -0.34603 -3.0 1.7 0.0 -0.589
O 10.17916 -2.07025 -0.95165 0.3 -0.1 -0.3 -0.337
H 7.65914 -2.50870 -1.61180 0.0 -0.4 0.4 0.349
H 6.94146 -1.05498 -1.10913 0.2 0.4 0.2 0.397
H 7.65068 -2.07277 0.16296 0.2 -0.1 -0.2 0.367
H 9.25223 -0.66439 -2.14025 -0.1 0.0 0.0 0.275
H 8.98396 -0.20752 0.83247 0.7 -0.3 0.6 0.254
H 9.47518 1.01176 -0.27095 0.3 -0.1 -0.4 0.246
C -0.03229 -1.32567 8.35831 0.2 0.6 1.0 -1.440
C 1.22160 -1.41437 7.52504 0.5 -1.8 1.0 0.476
C 1.71995 -2.91208 7.35261 -1.3 1.3 1.3 -0.443
O 1.91216 -2.98454 6.00367 1.0 -0.5 -1.8 -0.336
C 1.52138 -1.87847 5.35255 -1.1 -0.7 -1.5 0.665
O 1.51711 -1.84285 4.15440 0.2 0.8 1.0 -0.548
O 0.97904 -0.98246 6.21582 0.5 -0.1 -1.3 -0.325
H -0.86854 -1.98756 8.13315 0.3 -0.1 -0.8 0.361
H -0.39741 -0.29894 8.38275 -0.1 0.0 0.0 0.342
H 0.22038 -1.60391 9.38146 0.2 0.2 0.2 0.403
H 2.10086 -0.88620 7.89388 -0.4 0.6 0.4 0.263
H 0.89367 -3.57223 7.61633 0.2 -0.3 0.3 0.275
H 2.64460 -3.14706 7.87977 -0.2 0.0 0.1 0.307
C 1.34315 1.01676 -1.37272 0.0 -0.2 -0.4 -1.403
C -0.15308 0.93334 -1.73694 0.8 -0.5 1.6 0.471
C -0.60924 -0.52293 -1.83040 0.4 0.3 -0.7 -0.561
O -1.84478 -0.56997 -1.15837 -1.1 -0.1 -0.5 -0.289
C -1.97116 0.50138 -0.40057 -1.7 1.1 3.7 0.696
O -2.85937 0.64115 0.46635 3.0 -0.1 -3.1 -0.638
O -0.89158 1.34157 -0.58642 -1.8 0.0 0.7 -0.339
H 1.93554 0.78305 -2.25735 0.1 0.5 -0.1 0.389
H 1.67173 0.26625 -0.65379 -0.6 -0.3 0.1 0.342
H 1.64359 1.94114 -0.87942 -0.2 0.3 -0.6 0.342
H -0.49423 1.55780 -2.56264 0.4 -0.1 -0.2 0.356
H 0.03380 -1.15973 -1.22290 0.4 -0.2 -0.7 0.319
H -0.76410 -0.77322 -2.87991 0.2 -0.7 0.2 0.316
C -0.89636 4.60873 5.97771 0.3 0.0 -1.1 -1.372
C 0.50204 4.50924 5.31042 0.0 0.9 0.0 0.521
C 0.69123 3.99606 3.87883 -1.7 -1.9 0.3 -0.376
O 1.27636 5.02310 3.14361 0.3 -1.2 -1.6 -0.313
C 1.46440 6.08146 3.88989 1.2 2.3 -1.6 0.743
O 1.97866 7.09903 3.47545 -0.5 -1.0 0.7 -0.624
O 0.99988 5.87652 5.07607 -0.8 0.0 3.5 -0.371
H -1.58747 5.13319 5.31785 0.1 0.5 0.1 0.342
H -0.79843 5.11623 6.93737 -0.1 0.0 -0.2 0.346
H -1.41807 3.66357 6.12807 0.6 -0.4 0.1 0.369
H 1.15610 4.00923 6.02475 0.3 0.2 -0.1 0.190
H -0.28579 3.73055 3.47504 -0.1 0.3 -0.3 0.261
H 1.25341 3.06602 3.79479 0.4 0.2 0.2 0.283
C 0.40984 -6.95827 -5.12899 0.5 0.6 -0.5 -1.283
C -0.40696 -5.67915 -4.86212 -0.6 -0.3 0.9 0.396
C -0.99161 -4.76029 -5.96723 1.7 -0.6 -0.5 -0.393
O -2.28817 -4.46573 -5.52530 -0.6 -0.3 0.2 -0.292
C -2.67643 -5.38861 -4.60664 -2.6 0.2 2.1 0.636
O -3.82398 -5.44948 -4.13912 3.8 -0.1 -1.7 -0.591
O -1.60068 -6.10318 -4.17578 -1.9 -0.2 -0.6 -0.313
H -0.15039 -7.72402 -5.66554 -0.3 0.3 -0.1 0.324
H 0.80656 -7.45430 -4.24316 -0.4 0.4 0.4 0.327
H 1.30155 -6.75104 -5.72057 0.0 0.3 -0.2 0.367
H -0.02492 -5.00927 -4.09177 1.1 -0.1 -0.3 0.251
H -1.00272 -5.18154 -6.97249 -0.3 -0.4 0.0 0.281
H -0.37492 -3.86647 -6.06149 -0.3 0.2 0.3 0.289
C 2.68308 3.09287 -10.36357 1.3 -0.6 0.3 -1.193
C 3.02365 3.52505 -8.92327 -1.6 0.2 -0.9 0.397
C 3.51740 4.94480 -8.75675 0.8 -0.5 0.0 -0.500
O 2.64524 5.45820 -7.76056 3.0 2.8 -0.2 -0.328
C 1.68245 4.65101 -7.48831 -3.0 0.9 1.5 0.688
O 0.75411 4.93195 -6.76837 0.7 -0.6 -0.3 -0.601
O 1.79353 3.57980 -8.20051 -0.6 -3.0 -0.6 -0.381
H 3.36852 2.26250 -10.53315 -0.2 -0.2 -0.6 0.274
H 2.90609 3.85641 -11.10880 0.0 0.1 0.2 0.333
H 1.66806 2.73500 -10.53604 0.0 0.1 0.5 0.339
H 3.69007 2.85714 -8.37748 -0.1 -0.3 -0.3 0.366
H 3.52396 5.55551 -9.65957 -0.4 0.1 0.1 0.308
H 4.54914 4.81372 -8.43054 0.0 0.9 0.5 0.299
C -5.34128 1.00317 -7.24670 0.2 0.1 1.2 -1.352
C -4.54609 2.20764 -6.71888 1.4 -1.7 -1.1 0.390
C -4.70267 3.51554 -7.40973 -0.5 1.0 -0.7 -0.318
O -5.09483 4.38626 -6.35798 -0.2 1.0 0.5 -0.349
C -5.20286 3.69973 -5.18779 -2.4 3.3 2.4 0.699
O -5.66050 4.14583 -4.12391 1.7 -1.1 -3.2 -0.607
O -4.84462 2.48876 -5.39898 -0.1 -2.7 2.0 -0.328
H -6.38305 1.08315 -6.93621 -0.3 0.6 -0.7 0.363
H -5.09442 0.10658 -6.67810 0.7 -0.1 -0.2 0.350
H -5.16143 0.82826 -8.30743 -0.3 0.1 0.1 0.359
H -3.47279 2.01930 -6.69330 0.1 -0.7 -0.3 0.272
H -5.47477 3.52322 -8.17908 -0.1 0.0 0.0 0.245
H -3.76448 3.85880 -7.84569 -0.1 0.1 0.0 0.279
C -4.98077 -5.29020 2.44484 -1.4 -0.3 -0.4 -1.274
C -6.45208 -5.92477 2.53674 2.5 2.8 -0.9 0.322
C -6.42231 -7.38766 2.31741 -0.2 0.4 -0.8 -0.317
O -6.62398 -7.86664 3.60531 0.2 -1.7 1.4 -0.336
C -6.97546 -6.87089 4.43787 -2.8 -2.3 4.8 0.658
O -7.43258 -6.98572 5.59169 2.0 -0.3 -3.2 -0.615
O -6.95536 -5.75054 3.83566 0.0 2.8 -1.1 -0.296
H -4.29176 -5.65795 3.20518 -0.3 -0.4 0.1 0.308
H -4.93906 -4.20285 2.50852 -0.4 0.0 -0.1 0.363
H -4.60575 -5.59586 1.46809 0.2 0.2 0.0 0.375
H -7.15330 -5.48519 1.82741 0.3 0.5 0.1 0.235
H -5.45546 -7.65030 1.88808 -0.3 -0.7 0.1 0.281
H -7.27531 -7.58801 1.66907 0.2 -1.0 0.0 0.295
C -6.87192 -0.71623 6.31659 1.1 0.1 -0.8 -1.477
C -7.83593 -1.43149 7.20929 1.3 0.3 -0.4 0.457
C -7.46569 -1.42853 8.68929 -0.6 -0.9 -0.4 -0.426
O -8.78586 -1.23653 9.23190 1.9 -0.8 2.7 -0.330
C -9.58745 -0.72633 8.35469 -4.3 2.0 1.0 0.711
O -10.71777 -0.33097 8.61192 2.0 -0.8 -0.6 -0.610
O -9.00309 -0.63634 7.19921 -0.3 0.1 -2.0 -0.288
H -5.86845 -1.14097 6.28954 0.0 -0.5 0.2 0.396
H -6.69589 0.31643 6.61782 -0.4 0.1 0.1 0.382
H -7.21002 -0.72872 5.28042 -0.2 0.1 0.1 0.310
H -8.08380 -2.42331 6.83122 0.0 -0.1 0.1 0.317
H -6.72872 -0.66489 8.93794 -0.5 0.5 0.2 0.269
H -7.09746 -2.37285 9.09025 -0.1 0.0 -0.3 0.289
C 8.03935 5.05005 5.75552 -0.2 0.3 0.7 -1.460
C 7.61599 3.61215 5.67919 -0.1 0.0 1.5 0.517
C 6.31067 3.20820 6.42082 1.1 1.3 1.1 -0.431
O 5.62222 2.40952 5.51550 -0.6 -0.5 -1.1 -0.285
C 6.20968 2.50162 4.31358 0.7 -1.8 -3.4 0.639
O 5.93668 1.88814 3.28620 -0.2 1.5 2.8 -0.574
O 7.30766 3.29883 4.34179 -0.6 -0.4 0.0 -0.305
H 8.98730 5.13476 5.22420 -0.4 0.5 -0.5 0.336
H 8.25268 5.41826 6.75903 0.1 -0.5 0.3 0.392
H 7.19798 5.67765 5.46172 0.4 0.2 -0.8 0.365
H 8.44309 3.00145 6.04122 0.1 -0.4 -0.3 0.227
H 5.74702 4.10058 6.69294 -0.3 0.1 -0.2 0.285
H 6.47400 2.66379 7.35089 0.2 -0.2 -0.2 0.294

---

No. 2
24
Properties=species:S:1:pos:R:3:forces:R:3:mulliken_charge:R:1 method="wB97M-V/def2-TZVPD" total_energy_ev=-13624.7575 smiles=COC1(OC)C[C@]1(C)OC multiplicity=1
C 2.33879 1.81116 0.15839 0.0 0.3 -3.3 -0.715
O 1.01611 1.50591 0.46317 -2.0 0.3 0.1 -0.433
C 0.36824 0.55733 -0.31300 1.2 -1.5 -1.0 0.464
O -0.00551 0.88838 -1.63237 0.2 0.2 1.0 -0.451
C -1.23546 1.59204 -1.78235 -1.8 -1.4 2.0 -0.627
C 1.02784 -0.81153 -0.15645 1.8 -1.6 -0.2 -0.879
C -0.26097 -0.56264 0.49775 -1.5 0.7 -0.7 1.408
C -0.37442 -0.37797 1.95360 -0.6 -4.2 0.3 -1.791
O -1.43412 -1.12150 -0.05955 0.7 1.1 -0.1 -0.401
C -1.53312 -2.53857 0.00408 -0.8 1.6 -2.3 -0.749
H 3.00525 1.08926 0.67735 0.1 1.1 -0.4 0.252
H 2.39264 2.89419 0.26389 0.8 -0.2 1.2 0.318
H 2.45610 1.82304 -1.00728 0.2 -0.9 1.8 0.267
H -2.14400 0.84156 -1.61749 1.8 1.7 -0.1 0.167
H -1.31254 1.99216 -2.75242 0.2 0.1 -1.4 0.318
H -1.30202 2.48104 -1.12301 0.0 -0.7 0.1 0.284
H 1.88997 -0.85676 0.54626 -0.7 0.2 -0.5 0.185
H 1.12620 -1.66446 -0.87736 -0.4 1.4 0.2 0.269
H -1.41642 -0.31436 2.11983 -1.2 0.2 0.6 0.394
H 0.07686 0.44797 2.29554 1.8 3.0 1.2 0.572
H 0.02025 -1.28020 2.52651 -0.5 1.0 -0.6 0.289
H -2.63260 -2.61775 0.12806 0.9 -1.1 0.5 0.253
H -0.81400 -2.88808 0.70017 0.0 -1.0 1.1 0.370
H -1.25305 -2.89023 -1.01333 -0.2 -0.4 0.6 0.235

---

No. 3
12
Properties=species:S:1:pos:R:3:forces:R:3:mulliken_charge:R:1 method="wB97M-V/def2-TZVPD" total_energy_ev=-38420.6857 smiles="S=C1[C@H](S)C[C@@H]1Cl" multiplicity=1
S -2.20468 -1.31823 0.14381 -0.5 -0.3 -0.1 -0.290
C -0.74279 -0.74708 0.04139 1.6 1.1 0.6 0.009
C 0.01843 0.39179 0.80293 0.1 -1.0 0.8 0.080
S -0.92379 1.81635 1.32848 -0.3 0.3 0.1 -0.225
C 0.93324 0.54345 -0.42055 -0.1 -0.4 -1.0 -0.861
C 0.47168 -0.86401 -0.86906 0.3 -0.9 0.1 0.176
Cl 0.12183 -1.20969 -2.58400 0.3 0.1 0.3 -0.184
H 0.57847 -0.04649 1.66820 -0.5 0.2 -0.7 0.269
H -1.96448 1.13520 1.86569 0.3 0.0 -0.2 0.132
H 2.01876 0.69157 -0.36322 -0.4 0.0 0.4 0.309
H 0.50087 1.23998 -1.12850 0.0 0.4 0.0 0.323
H 1.19246 -1.63285 -0.48517 -0.8 0.5 -0.4 0.261

---

HOMO energy: -10.2 -9.3 -9.0 (eV)
LUMO: -0.3 0.9 -0.6 (eV)
Kohn-Sham gap: 9.9 10.2 8.4 (eV)